Entry 1:
This record from OMol25 describes C34H36CrGeN8S2 as an isolated structure at a distorted geometry. The level of theory is ωB97M-V/def2-TZVPD.

Relative energy (zero: lowest compared OMol25 entry of this formula, charge and spin), kJ/mol: 201.9
<S²>: 8.7716
Multiplicity: 6
F_max, eV/Å: 4.44
HOMO (spin up / spin down), eV: -9.074 / -9.896
HOMO-LUMO gap (spin up / spin down), eV: 6.688 / 6.687
Electronic energy, hartree: -5672.80766
Total charge: +1

Last column: Löwdin spin population.
CARTESIAN COORDINATES (ANGSTROEM)
Cr: 11.0850 13.0858 12.3419  3.58
C: 8.5077 17.1173 13.1124  0.00
N: 7.9702 16.0685 12.2923  0.01
C: 6.6994 16.2980 11.6329  0.00
C: 8.5519 14.8285 12.1795  0.02
N: 9.8795 14.7257 12.3692  0.02
N: 7.8401 13.6965 11.9105  0.01
C: 8.2756 12.4256 11.5521  0.05
N: 7.2757 11.5819 11.1290  0.02
N: 9.5131 11.9509 11.7452  0.03
H: 9.0644 16.6741 13.9183  0.00
H: 7.7486 17.7968 13.5262  0.00
H: 9.1401 17.8366 12.5307  0.00
H: 6.7931 17.0937 10.8625  0.00
H: 5.9413 16.6837 12.3373  0.00
H: 6.3239 15.3709 11.1515  0.00
H: 10.2405 15.6515 12.3628  0.01
H: 6.8274 13.6710 12.0533  0.00
H: 6.4815 12.1259 10.8379  0.00
H: 7.4441 10.8813 10.3741  0.00
H: 9.5218 10.9442 11.5757  0.01
S: 12.2966 13.6398 10.5405  0.06
C: 12.8640 12.0747 10.8829  0.04
N: 12.5454 11.5502 12.0763  0.01
C: 12.6303 10.1781 12.0718  0.00
C: 12.4270 9.2946 13.1221  0.00
C: 12.5853 7.9486 12.8510  0.00
C: 13.0389 7.4751 11.6173  0.00
C: 13.4172 8.3318 10.5933  0.00
C: 13.0895 9.7084 10.7661  0.00
S: 13.3835 11.0074 9.6217  0.02
H: 12.0832 9.6478 14.0672  0.00
H: 12.5769 7.2081 13.6466  0.00
H: 13.0646 6.3648 11.4966  0.00
H: 13.6832 7.9784 9.5987  0.00
N: 11.8330 14.4406 18.2135  0.01
C: 11.7734 13.9469 16.9444  0.01
C: 10.7872 13.0717 16.4896  0.00
C: 10.6682 12.7270 15.1764  0.02
N: 11.4699 13.3134 14.2934  0.03
C: 12.5109 14.0646 14.7410  0.02
C: 12.7775 14.2918 16.0346  0.00
H: 11.0712 14.1479 18.7817  0.00
H: 12.3184 15.3030 18.3593  0.00
H: 9.9966 12.6315 17.1192  0.00
H: 9.8543 12.0773 14.7649  0.01
H: 13.1831 14.3670 13.9406  0.01
H: 13.6302 14.8886 16.3501  0.00
C: 12.8083 19.8472 7.1829  0.00
C: 12.0082 18.8064 7.7067  0.00
C: 12.1318 18.3682 9.0659  0.01
C: 13.1121 18.9840 9.8572  0.10
C: 13.8710 20.0262 9.3489  0.02
C: 13.6580 20.4984 8.0493  0.01
Ge: 13.6657 18.6438 11.7483  0.56
C: 15.6581 18.7771 11.3791  0.08
C: 16.3416 17.9637 10.4769  0.02
C: 17.7085 17.8842 10.3967  0.00
C: 18.4246 18.7243 11.2247  0.02
C: 17.8248 19.5576 12.1761  0.00
C: 16.4294 19.5457 12.2191  0.02
C: 13.3555 20.3117 12.7063  0.10
C: 13.5748 20.3007 14.0877  0.02
C: 13.4590 21.4883 14.8310  0.00
C: 13.0994 22.6793 14.1317  0.01
C: 12.9537 22.6488 12.7656  0.00
C: 12.9671 21.4540 12.0779  0.02
H: 12.8836 20.0947 6.1419  0.00
H: 11.2974 18.3012 7.0414  0.00
H: 11.4513 17.5984 9.3719  0.00
H: 14.6751 20.5190 9.9481  0.00
H: 14.1957 21.3780 7.8095  0.00
H: 15.6821 17.3795 9.8063  0.00
H: 18.2250 17.1784 9.7304  0.00
H: 19.5036 18.6479 11.3148  0.00
H: 18.4586 20.1824 12.8505  0.00
H: 15.8715 20.1386 12.9199  0.00
H: 13.8640 19.4618 14.7266  0.00
H: 13.6259 21.5021 15.9273  0.00
H: 12.9390 23.6170 14.6933  0.00
H: 12.7710 23.5781 12.2091  0.00
H: 12.7805 21.4629 11.0111  0.00

Atomic forces in eV per Å
Cr 0.23 -0.28 0.75
C 0.75 1.43 -0.58
N -1.62 -2.03 -0.67
C -0.79 0.63 -0.39
C 4.08 1.32 1.18
N -3.35 -0.40 -0.53
N -1.64 -0.75 -0.39
C 3.57 -2.44 0.52
N -0.79 0.23 -1.10
N -3.69 0.94 -0.46
H 0.36 0.01 0.37
H -0.27 -0.73 -0.10
H -0.07 -0.76 0.34
H 0.07 -0.58 0.24
H 0.25 -0.38 -0.11
H 0.23 0.85 0.22
H 0.73 0.69 0.07
H 0.65 0.63 0.03
H -0.56 -0.18 -0.10
H 0.44 0.81 1.24
H 0.10 0.30 -0.25
S 1.44 1.23 -1.67
C -0.87 0.13 0.37
N -0.18 0.87 -0.92
C 1.17 -0.29 -2.52
C -0.23 -0.25 -0.90
C 0.85 -0.42 0.29
C 0.14 -1.02 -0.12
C -1.72 1.25 -0.25
C 0.76 -1.69 1.42
S -0.24 -0.63 1.32
H 0.01 0.21 0.60
H -0.62 0.21 0.02
H 0.32 1.13 -0.04
H 0.28 -0.07 0.35
N -0.25 -0.97 -0.81
C 0.53 0.03 0.30
C -1.62 -1.03 1.38
C -0.05 0.62 -0.65
N 0.80 0.07 0.65
C -0.08 -1.23 -2.13
C -0.19 1.01 0.94
H -0.21 0.41 0.80
H -0.03 0.07 0.35
H 0.67 0.51 0.22
H 0.85 0.57 0.62
H -0.05 0.22 0.20
H -0.11 -0.16 -0.11
C -0.33 -0.95 1.00
C 0.32 -0.21 0.35
C 0.50 1.69 -2.05
C -0.55 -0.86 0.73
C 0.27 0.77 -0.47
C 0.24 -0.52 1.25
Ge 1.18 0.47 -1.67
C 0.02 -1.00 0.63
C -2.04 -0.96 -1.09
C 0.30 0.05 -0.26
C 1.14 0.26 1.53
C -0.02 -0.01 -0.50
C 0.19 0.73 0.81
C -0.28 -1.94 1.25
C 0.17 1.41 1.53
C -0.56 0.67 -0.77
C 0.54 -0.39 1.62
C -0.72 1.06 -0.27
C 0.38 0.71 -0.84
H -0.64 0.10 -0.36
H 0.30 0.15 0.31
H 0.03 -0.33 0.48
H -0.91 -0.50 -0.51
H 0.56 0.58 -0.79
H 0.71 0.02 0.27
H -0.38 0.46 0.26
H 0.04 0.00 -0.51
H -0.78 -0.61 -0.64
H 0.30 0.41 0.49
H -0.04 -0.31 -0.87
H -0.18 -0.03 -0.90
H 0.32 -0.57 -0.41
H -0.09 -0.41 0.34
H -0.04 -0.02 0.07


Entry 2:
This record from OMol25 describes one molecule with the formula C34H36F17N3O6. The level of theory is ωB97M-V/def2-TZVPD.

F_max, eV/Å: 0.71
HOMO, eV: -8.613
HOMO-LUMO gap, eV: 8.980
Electronic energy, hartree: -3630.76433
Total charge: 0

Last column: natural (NBO) charge in e.
CARTESIAN COORDINATES (ANGSTROEM)
C: -0.4833 -2.9465 2.6192  -0.61
H: 0.1424 -3.8359 2.6621  0.20
C: 0.3202 -1.7062 2.9910  -0.39
C: -0.5654 -0.4644 2.9956  -0.41
C: 0.2035 0.8249 3.3124  -0.21
N: 1.0915 1.3214 2.2773  -0.62
H: 1.7942 0.6225 2.0553  0.37
C: 0.4348 1.7406 1.0595  -0.33
C: 0.4206 0.6886 -0.0415  0.72
O: 1.2430 -0.2178 -0.0755  -0.67
N: -0.4791 0.8456 -1.0362  -0.46
C: -1.5395 1.8389 -1.0998  -0.05
C: -2.5123 1.7475 0.0560  0.01
C: -2.9220 0.5133 0.5512  -0.27
C: -3.8343 0.4453 1.5817  -0.20
C: -4.3787 1.6084 2.1293  0.30
C: -3.9781 2.8425 1.6277  -0.30
C: -3.0511 2.9019 0.6029  -0.19
H: -2.7481 3.8667 0.2230  0.21
H: -4.3785 3.7621 2.0229  0.22
O: -5.2767 1.4275 3.1317  -0.49
C: -5.8778 2.5602 3.7126  -0.25
H: -5.1361 3.2081 4.1905  0.18
H: -6.5593 2.1755 4.4694  0.20
H: -6.4444 3.1364 2.9744  0.18
H: -4.1444 -0.5058 1.9844  0.22
H: -2.5143 -0.3968 0.1380  0.25
H: -1.0958 2.8436 -1.1100  0.21
C: -2.2518 1.5712 -2.4525  -0.32
C: -3.7350 1.2525 -2.2852  0.72
O: -4.6212 2.0185 -2.0234  -0.56
N: -3.9058 -0.0895 -2.5428  -0.47
C: -2.7630 -0.7408 -2.9389  0.72
O: -2.6941 -1.9035 -3.2343  -0.57
C: -1.6480 0.2928 -3.0245  -0.31
H: -1.3795 0.3833 -4.0798  0.26
C: -0.3883 -0.0296 -2.2009  0.06
C: 0.8717 0.2738 -3.0116  -0.61
H: 1.7525 0.0930 -2.4062  0.25
H: 0.8630 1.3171 -3.3199  0.21
H: 0.9150 -0.3664 -3.8871  0.23
C: -0.4157 -1.4835 -1.6948  0.86
O: -1.1013 -1.8351 -0.7699  -0.64
O: 0.3462 -2.2719 -2.4273  -0.51
C: 0.3945 -3.6588 -2.0963  -0.08
C: 1.7724 -4.0222 -1.5504  -0.41
C: 1.9884 -3.4042 -0.1659  -0.50
C: 3.3389 -3.7710 0.4392  0.66
F: 3.6664 -5.0573 0.1565  -0.33
F: 3.3014 -3.7132 1.7935  -0.33
C: 4.5449 -2.8947 -0.0293  0.58
F: 4.5231 -2.7824 -1.3737  -0.31
F: 5.7030 -3.5099 0.2663  -0.30
C: 4.5811 -1.4713 0.6315  0.59
F: 3.4517 -1.2224 1.3078  -0.30
F: 5.5803 -1.4246 1.5274  -0.30
C: 4.8064 -0.3392 -0.4185  0.59
F: 5.9410 -0.5752 -1.0969  -0.30
F: 3.8067 -0.3456 -1.3113  -0.30
C: 4.9346 1.0778 0.2355  0.59
F: 6.2129 1.2608 0.6031  -0.30
F: 4.1879 1.1852 1.3391  -0.29
C: 4.5169 2.2061 -0.7611  0.59
F: 3.1822 2.1911 -0.9178  -0.30
F: 5.0576 1.9812 -1.9685  -0.29
C: 4.9657 3.6232 -0.2831  0.56
F: 4.8431 3.7500 1.0455  -0.29
F: 6.2600 3.7992 -0.5887  -0.29
C: 4.1277 4.7508 -0.9658  0.92
F: 4.0439 4.5602 -2.2781  -0.30
F: 4.6853 5.9325 -0.7539  -0.29
F: 2.8929 4.7806 -0.4752  -0.30
H: 1.8786 -2.3184 -0.2067  0.27
H: 1.2315 -3.7873 0.5227  0.24
H: 2.5244 -3.6643 -2.2535  0.22
H: 1.8441 -5.1086 -1.4871  0.22
H: -0.3936 -3.8787 -1.3700  0.21
H: 0.2005 -4.1988 -3.0258  0.20
C: -5.1905 -0.7583 -2.4501  -0.22
C: -5.3832 -1.4105 -1.0881  -0.62
H: -5.3977 -0.6546 -0.3073  0.22
H: -4.5732 -2.1084 -0.8912  0.22
H: -6.3246 -1.9522 -1.0740  0.22
H: -5.9578 -0.0015 -2.6278  0.23
H: -5.2178 -1.5131 -3.2399  0.22
H: -2.1503 2.4344 -3.1120  0.25
H: 0.9944 2.5909 0.6395  0.22
H: -0.5733 2.0817 1.2934  0.23
H: 0.8174 0.6726 4.2042  0.19
H: -0.5130 1.6249 3.5287  0.19
H: -1.3586 -0.5863 3.7371  0.20
H: -1.0408 -0.3667 2.0184  0.20
H: 0.7709 -1.8394 3.9771  0.19
H: 1.1281 -1.5709 2.2709  0.20
H: -0.8887 -2.8403 1.6149  0.22
H: -1.3132 -3.0832 3.3099  0.20

Atomic forces in eV per Å
C 0.22 0.13 0.08
H -0.01 -0.16 -0.04
C -0.30 0.03 -0.07
C 0.50 0.12 0.09
C -0.30 -0.11 0.05
N 0.28 -0.11 -0.19
H 0.02 0.10 -0.04
C 0.31 -0.02 0.17
C 0.01 0.28 0.31
O -0.03 0.08 0.12
N -0.19 -0.28 -0.55
C -0.28 0.40 0.35
C 0.03 0.23 0.17
C -0.03 0.20 0.04
C -0.15 0.18 0.13
C 0.13 -0.12 -0.15
C -0.23 0.07 0.24
C 0.15 -0.29 -0.12
H 0.04 0.13 -0.05
H -0.06 0.07 0.08
O 0.15 -0.23 -0.13
C -0.09 0.18 0.09
H -0.02 -0.01 -0.03
H 0.04 0.08 -0.04
H 0.03 -0.01 0.02
H -0.05 -0.14 0.06
H 0.09 -0.12 0.00
H -0.16 -0.10 -0.02
C 0.12 0.16 -0.07
C 0.23 0.22 -0.32
O -0.13 0.14 0.03
N -0.30 -0.24 0.01
C 0.07 0.31 -0.17
O 0.00 -0.22 -0.09
C 0.13 -0.12 0.05
H -0.04 -0.05 0.09
C 0.43 -0.22 -0.09
C -0.04 -0.10 0.10
H 0.07 0.01 0.00
H -0.05 0.12 -0.07
H 0.01 0.00 -0.12
C -0.26 0.23 0.14
O 0.00 -0.07 0.05
O 0.34 0.11 -0.25
C 0.06 -0.69 0.18
C -0.33 0.33 0.02
C 0.28 -0.22 -0.10
C -0.07 0.11 -0.17
F 0.04 -0.14 -0.30
F 0.01 0.16 0.24
C 0.10 -0.31 0.23
F -0.27 -0.04 -0.15
F -0.08 -0.09 0.23
C 0.13 0.19 -0.07
F -0.29 -0.06 -0.24
F 0.26 0.08 -0.08
C 0.11 -0.05 0.14
F 0.27 -0.09 0.17
F -0.35 0.09 0.16
C 0.01 0.07 -0.22
F 0.18 0.08 -0.17
F -0.32 0.00 -0.02
C 0.13 0.02 0.13
F -0.19 0.03 0.29
F 0.31 -0.07 0.01
C -0.01 0.12 -0.18
F -0.26 -0.01 0.03
F -0.03 0.02 -0.23
C -0.10 0.02 0.04
F 0.15 -0.19 -0.25
F 0.28 0.15 0.18
F -0.16 -0.05 0.24
H 0.03 -0.06 0.08
H 0.05 0.05 0.05
H 0.02 -0.11 -0.02
H 0.00 0.02 -0.07
H 0.09 -0.01 -0.16
H -0.03 0.09 0.11
C -0.23 -0.16 0.06
C 0.02 0.12 -0.18
H -0.03 0.01 0.06
H 0.07 -0.10 0.06
H -0.10 -0.07 0.04
H 0.10 -0.10 -0.06
H -0.02 0.14 0.04
H -0.07 -0.08 0.05
H -0.19 0.00 -0.11
H 0.11 0.04 -0.04
H -0.11 0.04 0.09
H 0.06 -0.03 0.11
H -0.12 -0.02 -0.02
H -0.12 -0.02 -0.01
H 0.08 0.03 0.04
H 0.10 0.00 -0.01
H -0.06 -0.06 -0.13
H -0.11 -0.06 0.07